{
  "formula": "CH3NO4",
  "method": "ωB97M-V/def2-TZVPD",
  "s2": 2.0057,
  "gap_ha": [0.2913, 0.3029],
  "homo_energy_ha": [-0.263, -0.413],
  "relative_energy_kj_mol": 32.36,
  "spin_multiplicity": 3,
  "lumo_energy_ev": [0.758, -3.005],
  "species": ["C", "N", "O", "O", "O", "O", "H", "H", "H"],
  "positions_angstrom": [[0.938, 0.086, 0.298], [-2.968, 0.049, -0.054], [-2.686, -1.241, -0.145], [-4.104, 0.251, 0.142], [0.015, -0.639, 0.063], [-2.124, 0.860, -0.097], [0.855, 0.838, 1.069], [1.970, 0.064, -0.172], [-1.730, -1.473, -0.447]],
  "forces_ev_per_a": [[5.89, 3.86, 0.73], [-0.26, 0.05, 0.46], [1.97, -3.28, -1.01], [-3.03, 0.17, 0.30], [-4.11, -4.14, -1.47], [2.78, 1.71, -0.52], [-0.19, 0.42, 0.40], [-1.20, -0.37, 0.28], [-1.85, 1.56, 0.83]]
}